Entry 1:
Entry from the OMol25 dataset: a structure of composition C27H28BrNO2PW (ωB97M-V/def2-TZVPD).

Properties
HOMO-LUMO gap (spin up / spin down): 7.44 / 7.15 eV
Energy relative to the best compared isomer or geometry (same formula, charge and spin): 20.4 kJ/mol
Multiplicity: 3
E_LUMO (spin up / spin down): -0.370 / -0.382 Ha
Net charge: +3

Geometry (Å):
W  0.832013  0.300735  0.290208
C  -0.460124  3.019511  -3.691237
C  0.614345  2.353382  -3.115273
C  0.382808  1.209633  -2.359638
C  -0.926135  0.732932  -2.174220
C  -1.999137  1.421716  -2.727732
C  -1.756094  2.550968  -3.501703
P  -1.115905  -0.481534  -0.863789
C  -2.706589  -1.235585  -0.728249
C  -3.325370  -1.704701  -1.894339
C  -4.558909  -2.323746  -1.797444
C  -5.165469  -2.472388  -0.553999
C  -4.547266  -2.007393  0.601075
C  -3.313556  -1.385448  0.520736
C  0.253742  -1.708927  -0.966719
C  0.002045  -3.080404  -1.166496
C  1.072002  -3.943720  -1.245439
C  2.391957  -3.484973  -1.096958
C  2.655160  -2.155611  -0.838872
C  1.578612  -1.271034  -0.730330
H  -0.288259  3.893682  -4.304799
H  1.625726  2.692877  -3.298453
H  1.247062  0.603914  -2.057581
H  -3.014969  1.083120  -2.567191
H  -2.586853  3.068944  -3.962604
H  -2.851291  -1.590078  -2.862560
H  -5.049719  -2.690626  -2.688442
H  -6.131530  -2.954664  -0.486027
H  -5.031724  -2.126864  1.560276
H  -2.830711  -1.018437  1.418564
H  -1.009972  -3.432487  -1.321312
H  0.897944  -4.993216  -1.444768
H  3.207642  -4.193095  -1.165718
H  3.674716  -1.824242  -0.687529
C  3.932539  1.216412  -0.272401
O  2.826407  1.118260  0.679441
C  2.780511  2.214641  1.632617
C  1.757219  3.192693  1.120448
O  0.589046  2.390977  0.775417
C  -0.527316  3.213656  0.305563
H  4.861627  1.034473  0.262780
H  3.937347  2.207198  -0.724712
H  3.773197  0.458860  -1.032575
H  3.767645  2.663606  1.727909
H  2.488284  1.788106  2.591650
H  2.087253  3.712233  0.218653
H  1.472600  3.920145  1.880409
H  -0.793516  3.908793  1.098704
H  -1.355360  2.543912  0.093529
H  -0.224005  3.742355  -0.596409
Br  0.453362  -1.866479  6.635343
C  0.560979  -1.278829  4.886125
C  1.566707  -1.745060  4.037012
C  1.616479  -1.287904  2.744275
N  0.720850  -0.395737  2.255408
C  -0.256810  0.052124  3.082858
C  -0.364566  -0.357686  4.386042
H  2.301037  -2.458545  4.383948
H  2.380429  -1.632030  2.059684
H  -0.960835  0.762512  2.665804
H  -1.157302  0.029074  5.011042

Atomic forces in eV per Å
W 0.09 0.02 -0.03
C -0.02 -0.02 0.01
C 0.01 0.01 -0.02
C 0.00 -0.01 0.08
C 0.03 0.01 -0.01
C -0.04 -0.02 0.01
C 0.03 0.02 -0.01
P -0.09 -0.09 -0.02
C 0.01 0.00 -0.03
C 0.01 0.00 -0.01
C -0.01 0.00 0.02
C 0.01 0.00 -0.01
C -0.01 0.00 0.00
C 0.01 0.01 0.02
C -0.11 -0.01 -0.03
C 0.01 -0.01 0.01
C 0.01 -0.01 0.00
C -0.01 0.00 0.00
C 0.01 0.00 0.00
C -0.02 0.07 0.05
H 0.01 0.00 0.00
H 0.00 0.00 0.00
H 0.03 0.02 -0.12
H 0.00 0.00 0.00
H 0.00 0.00 0.00
H 0.00 0.00 0.00
H 0.00 0.00 0.00
H 0.00 0.00 0.00
H 0.00 0.00 0.00
H 0.00 0.00 0.00
H 0.00 0.00 0.00
H -0.01 0.00 0.00
H 0.01 0.01 0.00
H 0.00 -0.01 0.00
C -0.01 0.02 -0.01
O 0.09 0.01 0.05
C -0.04 0.00 -0.01
C 0.02 -0.02 0.01
O 0.00 0.07 0.01
C 0.00 -0.01 -0.01
H 0.00 0.00 0.00
H 0.00 0.00 -0.01
H 0.00 -0.01 0.00
H 0.00 0.01 0.00
H 0.00 0.00 0.00
H -0.01 0.00 0.00
H 0.01 0.00 0.01
H 0.00 0.00 0.00
H 0.00 0.00 0.01
H 0.00 0.00 0.00
Br 0.00 0.02 -0.05
C 0.00 0.00 0.02
C 0.01 -0.01 0.02
C 0.01 0.01 -0.03
N -0.03 -0.05 0.10
C 0.01 0.00 -0.02
C -0.02 0.00 0.03
H 0.00 0.00 0.00
H 0.00 0.00 0.00
H 0.00 0.00 0.00
H 0.00 0.00 0.00


Entry 2:
Entry from the OMol25 dataset: a structure of composition F2V2 in a non-equilibrium geometry (ωB97M-V/def2-TZVPD).

Properties
HOMO-LUMO gap (spin up / spin down): 5.56 / 10.38 eV
Energy relative to the best compared isomer or geometry (same formula, charge and spin): 33.0 kJ/mol
Multiplicity: 6
E_LUMO (spin up / spin down): -0.784 / -0.710 Ha
Net charge: +3

Geometry (Å):
V  -1.178011  0.579194  -1.264145
V  1.067573  -0.624095  1.296200
F  0.639691  -0.782717  -0.923098
F  -0.529254  0.827617  0.891042

Atomic forces in eV per Å
V 0.53 -0.11 0.25
V -2.61 1.78 -3.17
F -0.25 0.85 3.08
F 2.33 -2.52 -0.17


Entry 3:
Entry from the OMol25 dataset: a cluster of 2 separate species, C6H15NO5P2 in total (ωB97M-V/def2-TZVPD).

Properties
HOMO-LUMO gap: 10.02 eV
E_LUMO: 0.006 Ha
SMILES: [H]/N=C\CPP(=O)(O)O.CCOC(C)=O
Net charge: 0

Geometry (Å):
N  0.547468  -1.281807  -5.784218
C  0.160543  -0.565395  -4.819636
C  -1.093691  -0.736648  -4.001897
P  -1.012130  -2.318125  -3.014343
P  0.314229  -1.633972  -1.412794
O  -0.237889  -0.679284  -0.455677
O  0.769278  -2.996596  -0.699182
O  1.624301  -1.090211  -2.163636
H  -0.123815  -2.030693  -5.979517
H  0.811714  0.255250  -4.512572
H  -1.971697  -0.828393  -4.646466
H  -1.242541  0.123567  -3.349636
H  -2.190161  -2.136929  -2.265341
H  1.221686  -3.610903  -1.293302
H  1.824011  -1.499985  -3.018920
O  -2.196479  1.770538  5.008345
C  -1.194063  1.823684  4.348417
O  -1.240065  1.405019  3.068912
C  -0.144317  1.567887  2.155155
C  0.867959  0.451527  2.263603
C  0.121775  2.278933  4.939779
H  0.309898  2.551537  2.282929
H  -0.607528  1.545944  1.170777
H  1.350306  0.427416  3.242251
H  1.636547  0.576151  1.500716
H  0.378036  -0.505003  2.092836
H  0.607717  1.413213  5.390348
H  -0.098262  2.995739  5.726006
H  0.807170  2.727539  4.227062

Atomic forces in eV per Å
N 0.01 -0.18 -0.07
C -0.03 0.19 0.12
C -0.08 0.09 0.15
P 0.02 -0.12 -0.34
P -0.10 -0.15 0.13
O 0.12 0.08 -0.05
O 0.00 0.06 -0.09
O -0.03 -0.03 -0.18
H 0.03 0.03 -0.01
H -0.02 0.02 -0.06
H 0.09 -0.02 -0.05
H -0.03 -0.02 0.00
H 0.03 0.01 0.16
H -0.04 0.01 0.13
H 0.01 0.05 0.13
O 0.03 0.02 -0.02
C 0.02 -0.13 0.02
O -0.05 0.11 0.01
C 0.04 -0.02 -0.07
C 0.01 -0.09 0.15
C -0.04 0.13 -0.04
H 0.00 0.01 0.02
H -0.02 -0.04 0.02
H 0.01 0.06 -0.01
H -0.01 0.00 -0.02
H 0.01 0.00 -0.03
H 0.01 -0.01 -0.01
H -0.02 -0.05 0.03
H 0.02 -0.03 -0.02


Entry 4:
Entry from the OMol25 dataset: a cluster of 3 separate species, C25H47Br4ClNO5S in total in a non-equilibrium geometry (ωB97M-V/def2-TZVPD).

Properties
HOMO-LUMO gap (spin up / spin down): 8.96 / 9.98 eV
Multiplicity: 2
E_LUMO (spin up / spin down): 0.014 / 0.006 Ha
Net charge: 0

Geometry (Å):
C  -3.656100  2.135311  2.457430
C  -4.758816  1.175001  2.069379
O  -4.966448  0.252503  2.751829
O  -5.524379  1.390718  0.968583
C  -4.797069  1.242556  -0.267639
C  -5.117537  -0.096040  -0.921564
C  -4.327515  -0.301633  -2.241547
C  -3.246601  -1.418287  -2.108819
C  -1.936515  -1.013562  -2.807744
C  -0.883159  -2.135764  -2.863478
C  0.427115  -1.905159  -2.020978
C  1.334883  -3.099565  -2.443630
C  2.387966  -3.607962  -1.454078
C  3.625591  -2.656267  -1.284905
C  4.173571  -2.849995  0.120960
S  5.644305  -1.883538  0.452605
O  5.323943  -0.515635  0.573209
O  6.680577  -2.190298  -0.459283
Cl  6.241409  -2.582724  2.308652
C  -0.002976  -1.908671  -0.529022
C  0.268596  -0.634251  0.322958
C  0.695291  -1.126716  1.735578
C  -1.062010  0.118340  0.581626
N  1.342290  0.238635  -0.156676
O  2.504156  -0.041875  0.299910
C  1.306652  0.598699  -1.583635
C  2.714477  1.167626  -1.924795
C  0.369169  1.801376  -1.893937
C  1.059201  -0.578742  -2.575974
H  -2.810897  1.547173  2.798101
H  -3.968447  2.760698  3.292708
H  -3.326197  2.778651  1.641196
H  -5.169444  2.030342  -0.925870
H  -3.724748  1.386704  -0.119033
H  -6.186455  -0.114603  -1.141364
H  -4.934465  -0.896751  -0.201888
H  -4.993037  -0.546014  -3.065034
H  -3.789314  0.634758  -2.416878
H  -3.609273  -2.384155  -2.462146
H  -3.079542  -1.527735  -1.034295
H  -1.581244  -0.062966  -2.413615
H  -2.237508  -0.814528  -3.842354
H  -1.302872  -3.111757  -2.604721
H  -0.521615  -2.229546  -3.893331
H  1.840960  -2.914729  -3.392962
H  0.659142  -3.937601  -2.647771
H  2.015352  -3.917645  -0.476989
H  2.812430  -4.516073  -1.896248
H  4.366105  -2.913676  -2.038538
H  3.269280  -1.648829  -1.479506
H  4.467502  -3.899456  0.213591
H  3.399946  -2.689127  0.868493
H  -1.078587  -2.063356  -0.495501
H  0.396929  -2.749044  0.036261
H  1.480770  -1.873879  1.690503
H  0.914051  -0.294078  2.401373
H  -0.189637  -1.620517  2.147260
H  -0.815050  1.167789  0.768338
H  -1.550210  -0.242853  1.483826
H  -1.761055  0.036801  -0.246679
H  3.444392  0.393852  -2.141440
H  2.569349  1.726559  -2.856138
H  3.048885  1.897917  -1.196577
H  -0.633714  1.686635  -1.486634
H  0.846655  2.698558  -1.501120
H  0.338146  1.909705  -2.975709
H  0.499533  -0.180664  -3.420176
H  2.029200  -0.835113  -2.996833
Br  -2.085947  2.427150  5.827360
C  -3.723047  1.437955  6.204088
C  -4.599145  2.171748  7.183095
Br  -3.923035  2.022127  9.002237
H  -3.423257  0.455448  6.554120
H  -4.224955  1.338531  5.242122
H  -5.592318  1.727750  7.209525
H  -4.683144  3.231838  6.964363
Br  4.571261  5.654914  0.386106
C  5.176353  3.813840  0.185906
C  6.289215  3.702939  -0.820514
Br  5.626772  3.828130  -2.649496
H  4.306001  3.223108  -0.077261
H  5.525950  3.519202  1.173088
H  6.760762  2.724143  -0.754934
H  7.043149  4.475646  -0.707118

Atomic forces in eV per Å
C 0.16 0.33 -0.79
C 0.79 1.78 -0.87
O -0.90 -2.65 2.06
O 0.46 0.28 -0.41
C -0.68 0.20 -0.47
C -0.24 -0.13 -0.27
C 0.59 -0.57 1.01
C 0.03 0.96 0.49
C -0.88 -1.01 -0.62
C 0.96 0.52 -0.03
C -0.81 0.04 -1.19
C -0.28 -0.53 1.05
C 1.29 -0.03 -0.59
C -1.07 -0.12 -0.10
C 0.15 -0.76 -0.12
S -0.30 0.17 -0.07
O -0.59 1.02 0.71
O 0.65 -1.11 -0.58
Cl -0.29 0.03 -0.32
C 0.38 0.47 -0.16
C -0.77 -0.79 2.03
C -0.86 -0.13 -0.32
C 0.64 0.82 -0.34
N -0.23 -1.04 -0.90
O 0.01 0.15 0.14
C 1.10 1.46 -1.13
C -0.81 0.20 -0.81
C 0.28 -0.59 0.56
C 0.21 -0.27 1.17
H 0.07 -0.05 0.09
H -0.17 0.00 -0.07
H -0.10 0.07 0.06
H 0.22 0.12 0.03
H 0.04 -0.05 0.07
H -0.03 0.05 0.20
H 0.04 -0.05 -0.07
H -0.01 0.33 -0.13
H -0.17 0.01 -0.50
H 0.00 0.05 -0.13
H 0.17 -0.24 0.00
H 0.21 -0.09 0.14
H 0.14 0.24 0.00
H -0.16 0.13 0.14
H -0.17 -0.08 -0.04
H -0.11 0.31 -0.04
H 0.11 -0.08 0.07
H -0.33 0.22 -0.07
H -0.24 -0.16 0.13
H 0.14 0.10 0.01
H 0.37 0.23 0.37
H 0.25 0.07 0.11
H 0.25 0.53 0.17
H -0.06 -0.03 0.01
H 0.27 -0.11 -0.33
H 0.31 0.29 0.13
H 0.34 -0.04 -0.06
H 0.12 -0.14 0.03
H -0.25 0.04 -0.07
H -0.04 -0.24 -0.09
H -0.01 0.16 -0.07
H 0.22 0.08 0.44
H 0.20 -0.09 -0.05
H 0.15 -0.22 0.19
H -0.03 0.13 -0.10
H -0.29 0.10 0.19
H -0.22 0.02 -0.02
H -0.27 -0.13 0.07
H 0.02 -0.03 0.02
Br 0.01 -0.07 0.08
C 0.04 0.17 -0.28
C -0.06 -0.16 0.23
Br 0.00 0.08 -0.04
H -0.03 0.03 0.05
H -0.03 -0.05 0.04
H 0.03 -0.02 -0.05
H 0.04 -0.03 -0.04
Br -0.06 -0.05 -0.05
C 0.08 0.20 0.20
C -0.02 -0.24 -0.18
Br 0.03 0.06 0.06
H 0.06 -0.02 -0.02
H 0.03 -0.04 -0.04
H -0.06 0.00 0.04
H -0.06 0.02 0.04


> What is the net charge in the second record?

+3


> Which value of net charge does entry 3 give?

0